# 1
Formula: C11H17ClOSi
Source: the OMol25 dataset
Level of theory: the ωB97M-V functional and the def2-TZVPD basis

Summary:
- electronic energy (eV) = -34127.6557
- E_LUMO (alpha / beta) (eV) = 0.46 / -0.11
- strongest force on any atom (hartree/bohr) = 0.1052
- net charge = 0
- molecular weight (g mol⁻¹) = 228.80
- ΔE to the lowest compared entry with this formula, charge and spin (kcal/mol) = 2.2
- HOMO level (alpha / beta) (eV) = -7.0 / -8.0
- frontier orbital gap (alpha / beta) (eV) = 7.450 / 7.849

```
31
Properties=species:S:1:pos:R:3:forces:R:3
C -2.080 -3.673 -0.566 -0.2 -2.4 1.3
C -1.246 -2.843 -1.240 1.5 -1.7 -2.2
C -2.923 -3.152 0.404 0.7 -0.7 -1.3
C -1.251 -1.494 -1.110 1.4 2.6 -0.4
C -3.025 -1.807 0.487 0.1 2.5 -0.7
C -2.209 -0.941 -0.286 -0.3 0.9 0.5
C 3.743 -0.153 -1.289 -1.0 -2.2 -0.8
C -4.363 2.345 1.098 1.6 1.7 -0.2
C 3.104 0.625 -0.118 0.9 3.0 -4.4
C 1.633 0.487 -0.067 -1.9 0.1 -0.9
C 1.000 1.523 0.815 -0.9 1.0 1.4
O -3.381 1.327 1.110 0.7 -0.8 -0.9
Si -2.189 0.977 -0.015 0.7 -1.1 1.9
Cl -2.121 2.117 -1.717 -0.4 0.0 -0.3
H -2.019 -4.823 -0.633 0.0 2.1 -0.2
H -0.598 -3.325 -1.971 0.2 0.3 0.1
H -3.422 -3.887 0.953 -1.3 -0.5 1.1
H -0.457 -0.796 -1.599 -1.6 -1.6 0.6
H -3.760 -1.246 1.009 -0.6 -0.2 1.1
H 4.588 0.304 -1.804 -0.1 0.3 0.3
H 4.006 -1.221 -1.196 0.3 0.3 1.0
H 2.935 -0.348 -2.052 0.6 0.9 0.4
H -3.859 3.300 1.603 -1.6 -1.8 -1.1
H -5.250 1.978 1.601 0.0 0.2 0.4
H -4.620 2.511 0.035 -0.1 0.6 0.6
H 3.319 1.695 -0.563 -0.3 -1.4 1.8
H 3.318 0.513 0.880 2.1 -0.3 2.0
H 1.242 0.713 -1.132 0.2 -1.1 1.5
H 1.493 -0.545 0.364 -0.8 0.8 -0.9
H 0.996 2.610 0.537 0.0 -1.3 -0.2
H 0.966 1.439 1.944 0.1 -0.3 -1.5
```
Positions in Å, forces in eV/Å.

# 2
Formula: C11H17IN
Source: the OMol25 dataset
Level of theory: the ωB97M-V functional and the def2-TZVPD basis

Summary:
- electronic energy (eV) = -21264.8216
- E_LUMO (eV) = -3.67
- strongest force on any atom (hartree/bohr) = 0.0945
- net charge = +1
- SMILES string = CC(C)(C)[C@]([NH3+])(I)c1ccccc1
- molecular weight (g mol⁻¹) = 290.17
- ΔE to the lowest compared entry with this formula, charge and spin (kcal/mol) = 23.0
- HOMO level (eV) = -12.7
- frontier orbital gap (eV) = 9.009

```
30
Properties=species:S:1:pos:R:3:forces:R:3
C -2.693 2.485 0.528 -1.5 2.1 0.6
C -3.074 1.216 0.127 -0.6 -0.2 0.1
C -1.501 2.693 1.205 1.1 -1.2 0.0
C -2.190 0.166 0.233 0.3 -0.2 -0.1
C -0.595 1.592 1.375 -0.2 0.2 -1.3
C -0.906 0.347 0.789 -0.4 -0.1 0.4
C 2.240 0.016 -0.617 1.4 -3.8 -1.9
C 1.411 -2.305 -1.132 -0.5 -0.1 -4.8
C 0.262 -0.288 -1.899 -2.6 0.5 -0.2
C 0.058 -0.820 0.724 0.7 -0.7 -2.5
C 1.053 -0.949 -0.842 -0.9 3.5 3.2
N 1.175 -0.695 1.712 1.1 -1.9 -2.4
I -0.953 -2.786 1.102 0.6 1.1 0.2
H -3.475 3.344 0.409 1.8 -1.6 0.3
H -4.121 1.060 -0.173 0.7 0.0 -0.2
H -1.221 3.660 1.606 -0.1 0.0 -0.1
H -2.471 -0.813 -0.151 0.0 0.2 0.2
H 0.434 1.750 1.745 -0.8 0.4 0.2
H 1.976 0.954 -0.358 -1.0 3.2 0.9
H 3.025 -0.371 0.011 0.4 -0.1 0.6
H 2.775 0.057 -1.591 -0.4 0.2 0.5
H 0.511 -2.861 -1.136 -0.6 -1.1 0.0
H 1.748 -2.319 -2.273 -0.5 0.0 2.2
H 2.166 -2.758 -0.627 2.1 -1.3 1.9
H -0.547 -1.008 -2.277 1.2 1.2 0.0
H -0.297 0.602 -1.423 1.0 -1.1 -1.3
H 0.999 0.053 -2.651 -1.0 -0.2 -0.1
H 1.444 0.280 1.752 0.6 0.2 -0.1
H 1.978 -1.351 1.242 -2.1 2.0 2.3
H 0.789 -0.949 2.590 0.3 -0.8 1.4
```
Positions in Å, forces in eV/Å.

# 3
Formula: C11H17N2
Source: the OMol25 dataset
Level of theory: the ωB97M-V functional and the def2-TZVPD basis

Summary:
- electronic energy (eV) = -14656.1467
- E_LUMO (eV) = -3.03
- strongest force on any atom (hartree/bohr) = 0.0639
- net charge = +1
- molecular weight (g mol⁻¹) = 177.27
- ΔE to the lowest compared entry with this formula, charge and spin (kcal/mol) = 23.3
- HOMO level (eV) = -11.4
- frontier orbital gap (eV) = 8.348

```
30
Properties=species:S:1:pos:R:3:forces:R:3
C 0.324 -2.060 -2.022 0.2 -0.7 0.4
C -0.958 -1.126 -0.139 0.2 -0.3 -0.8
C 0.253 -1.441 -0.664 -1.9 0.7 0.0
C 0.467 -0.986 1.591 0.0 0.1 -0.9
C 1.187 -1.296 0.419 0.3 -0.2 0.0
C 1.087 -1.027 2.812 0.7 -0.3 0.7
C 2.559 -1.492 0.436 -0.7 0.1 1.0
C 2.442 -1.434 2.875 -0.6 0.9 -0.5
C 3.161 -1.535 1.696 1.2 -0.2 -1.0
N -0.941 -0.749 1.251 1.2 -1.2 -0.2
H -1.887 -1.222 -0.694 -0.1 0.1 0.4
H -1.467 -1.480 1.740 -0.3 0.7 0.2
H 1.104 -1.743 -2.703 0.1 0.3 0.0
H -0.654 -2.028 -2.498 0.0 0.4 -0.2
H 0.562 -0.732 3.703 -0.2 -0.2 0.3
H 3.052 -1.638 -0.506 0.5 -0.1 -0.1
H 3.006 -1.559 3.792 -0.4 0.2 0.1
H 4.258 -1.615 1.721 -0.6 -0.3 0.2
H 0.474 -3.126 -1.848 0.3 -0.1 -0.1
C -1.405 2.097 -1.331 -0.4 1.0 -3.1
C -1.709 3.544 -1.775 0.3 0.4 0.1
N -1.713 1.885 0.066 -0.5 0.3 1.9
H -2.038 1.574 -2.065 0.2 -0.9 1.1
H -0.369 1.808 -1.547 -0.3 0.1 0.5
H -1.739 4.234 -0.926 0.5 0.2 -0.2
H -2.671 3.677 -2.259 -0.4 -0.5 0.1
H -2.683 2.048 0.362 -0.1 -0.3 -0.7
H -1.450 0.948 0.447 0.2 0.0 0.1
H -1.246 2.613 0.628 0.4 -0.5 -0.2
H -1.009 3.860 -2.561 0.1 0.1 0.6
```
Positions in Å, forces in eV/Å.

- Among the records above, which one has the lowest molecular weight?
  C11H17N2

Please write out number 1 again, unchanged.
Formula: C11H17ClOSi
Source: the OMol25 dataset
Level of theory: the ωB97M-V functional and the def2-TZVPD basis

Summary:
- electronic energy (eV) = -34127.6557
- E_LUMO (alpha / beta) (eV) = 0.46 / -0.11
- strongest force on any atom (hartree/bohr) = 0.1052
- net charge = 0
- molecular weight (g mol⁻¹) = 228.80
- ΔE to the lowest compared entry with this formula, charge and spin (kcal/mol) = 2.2
- HOMO level (alpha / beta) (eV) = -7.0 / -8.0
- frontier orbital gap (alpha / beta) (eV) = 7.450 / 7.849

```
31
Properties=species:S:1:pos:R:3:forces:R:3
C -2.080 -3.673 -0.566 -0.2 -2.4 1.3
C -1.246 -2.843 -1.240 1.5 -1.7 -2.2
C -2.923 -3.152 0.404 0.7 -0.7 -1.3
C -1.251 -1.494 -1.110 1.4 2.6 -0.4
C -3.025 -1.807 0.487 0.1 2.5 -0.7
C -2.209 -0.941 -0.286 -0.3 0.9 0.5
C 3.743 -0.153 -1.289 -1.0 -2.2 -0.8
C -4.363 2.345 1.098 1.6 1.7 -0.2
C 3.104 0.625 -0.118 0.9 3.0 -4.4
C 1.633 0.487 -0.067 -1.9 0.1 -0.9
C 1.000 1.523 0.815 -0.9 1.0 1.4
O -3.381 1.327 1.110 0.7 -0.8 -0.9
Si -2.189 0.977 -0.015 0.7 -1.1 1.9
Cl -2.121 2.117 -1.717 -0.4 0.0 -0.3
H -2.019 -4.823 -0.633 0.0 2.1 -0.2
H -0.598 -3.325 -1.971 0.2 0.3 0.1
H -3.422 -3.887 0.953 -1.3 -0.5 1.1
H -0.457 -0.796 -1.599 -1.6 -1.6 0.6
H -3.760 -1.246 1.009 -0.6 -0.2 1.1
H 4.588 0.304 -1.804 -0.1 0.3 0.3
H 4.006 -1.221 -1.196 0.3 0.3 1.0
H 2.935 -0.348 -2.052 0.6 0.9 0.4
H -3.859 3.300 1.603 -1.6 -1.8 -1.1
H -5.250 1.978 1.601 0.0 0.2 0.4
H -4.620 2.511 0.035 -0.1 0.6 0.6
H 3.319 1.695 -0.563 -0.3 -1.4 1.8
H 3.318 0.513 0.880 2.1 -0.3 2.0
H 1.242 0.713 -1.132 0.2 -1.1 1.5
H 1.493 -0.545 0.364 -0.8 0.8 -0.9
H 0.996 2.610 0.537 0.0 -1.3 -0.2
H 0.966 1.439 1.944 0.1 -0.3 -1.5
```
Positions in Å, forces in eV/Å.

- Which value of molecular weight does entry 1 give?
  228.80 g mol⁻¹

- net charge of number 1 (C11H17ClOSi)?
  0